No. 1
Formula: C18H28Cl12N2O
Source: OMol25
Level of theory: ωB97M-V/def2-TZVPD

XYZ file:
```
61
C18H28Cl12N2O ωB97M-V/def2-TZVPD
C 3.34284 -1.44130 1.74122
O 2.34375 -0.43079 1.78857
C 2.81534 0.82171 1.28685
C 1.69148 1.88785 1.36151
C 0.27285 1.31159 1.09556
C 0.14626 0.69002 -0.32419
C -0.41046 -0.75479 -0.39921
C -1.67363 -1.04566 0.42760
C -2.97583 -0.54048 -0.24728
C -3.42920 0.87117 0.20284
C -4.47326 0.90110 1.34580
C -3.87953 0.89878 2.77351
C -4.71961 1.69699 3.71515
N -5.33126 2.32160 4.43605
C -3.56730 -0.49744 3.40962
C -4.30696 -1.62490 2.80518
N -4.91472 -2.46759 2.35523
H 3.97227 -1.40728 2.65027
H 2.84864 -2.41974 1.66771
H 3.99105 -1.31121 0.86107
H 3.14719 0.68282 0.24404
H 3.67305 1.14709 1.90584
H 1.92347 2.67766 0.63134
H 1.71472 2.33483 2.36747
H 0.05665 0.58697 1.88788
H -0.43323 2.14943 1.20581
H -0.42258 1.36033 -0.99288
H 1.16389 0.66355 -0.75074
H -0.66847 -0.93726 -1.45595
H 0.40323 -1.46528 -0.17303
H -1.75423 -2.13922 0.55644
H -1.61169 -0.63000 1.44198
H -2.86309 -0.53777 -1.33873
H -3.78659 -1.23783 0.02457
H -2.56236 1.48188 0.49775
H -3.89590 1.39106 -0.65000
H -5.21566 0.10394 1.21231
H -5.01424 1.85670 1.24376
H -2.91261 1.43534 2.72105
H -2.48513 -0.70801 3.38166
H -3.83300 -0.47728 4.48118
C -0.08648 -0.40896 -4.57217
Cl -0.38434 1.32463 -4.42280
Cl 1.40866 -0.85380 -3.74972
Cl -1.44258 -1.33224 -3.91991
H 0.02575 -0.63998 -5.62358
C 2.36940 -0.03264 -8.38923
Cl 2.03569 1.68612 -8.19495
Cl 3.81905 -0.49827 -7.50346
Cl 0.98297 -0.99935 -7.86698
H 2.53292 -0.23121 -9.44044
C 1.07373 -0.57652 5.11535
Cl -0.28613 -1.41493 4.36248
Cl 0.53359 0.91935 5.87888
Cl 1.88897 -1.62345 6.27715
H 1.77265 -0.32025 4.32867
C 5.56372 -0.49093 -2.78442
Cl 4.31497 -1.68373 -2.41893
Cl 4.95837 0.72482 -3.90791
Cl 6.16396 0.25904 -1.30449
H 6.38896 -1.00628 -3.25834
```

- SMILES string = COCCCCCCCCC[C@@H](C#N)CC#N.ClC(Cl)Cl.ClC(Cl)Cl.ClC(Cl)Cl.ClC(Cl)Cl
- HOMO-LUMO gap (Eh) = 0.38140
- LUMO energy (eV) = 0.251
- charge = 0
- highest occupied orbital energy (eV) = -10.13
- strongest force on any atom (eV/Å) = 2.7

natural (NBO) population analysis, charges in e, atoms 1 to 6: atom 1 (C): -0.253, atom 2 (O): -0.574, atom 3 (C): -0.064, atom 4 (C): -0.413, atom 5 (C): -0.401, atom 6 (C): -0.415

No. 2
Formula: C18H28CrNO5P2
Source: OMol25
Level of theory: ωB97M-V/def2-TZVPD

XYZ file:
```
55
C18H28CrNO5P2 ωB97M-V/def2-TZVPD
Cr -0.01143 -0.27806 -0.31815
P -2.20246 0.83037 -0.44984
C -2.61856 0.00415 -2.00228
C -1.48618 0.16484 -2.98274
N -0.24495 0.01989 -2.45878
C 0.81110 0.05564 -3.30397
C 0.65656 0.28776 -4.66801
C -0.61987 0.47945 -5.19058
C -1.70751 0.41837 -4.32855
C 2.19704 -0.24429 -2.74574
P 2.05592 -1.11174 -1.16693
H -2.73430 0.55712 -4.66580
H 1.55108 0.27902 -5.29331
H -0.75704 0.65360 -6.25143
H 2.75601 -0.89533 -3.43799
H 2.78237 0.67895 -2.59273
H -2.68723 -1.07182 -1.68573
H -3.58176 0.34786 -2.38325
H -1.33283 -3.16584 -0.22389
O -2.01058 -2.54942 -0.67424
H -2.33734 -3.05122 -1.44080
H 0.18574 -2.83226 1.00279
O -0.01491 -3.64896 0.49489
H 0.12916 -4.39387 1.10206
C 1.94921 -2.84224 -1.65986
H 2.84363 -3.11343 -2.23387
H 1.83839 -3.47930 -0.77529
H 1.05510 -2.97460 -2.28378
C 3.53639 -0.80429 -0.21197
H 3.41559 -1.28374 0.76877
H 4.42562 -1.20669 -0.71374
H 3.64837 0.27899 -0.06712
C -2.21868 2.60770 -0.71041
H -3.24883 2.97895 -0.81045
H -1.74086 3.07007 0.16723
H -1.63895 2.85832 -1.60873
C -3.52088 0.42428 0.70906
H -3.12199 0.58204 1.72558
H -4.39010 1.08193 0.54138
H -3.79532 -0.63558 0.57677
O 0.23163 -0.85243 4.44983
C 0.59695 0.44061 4.53686
C 0.79962 0.96702 5.81992
C 1.13018 2.30471 5.96726
C 1.27702 3.13082 4.84781
C 1.09397 2.60706 3.56536
C 0.75806 1.26444 3.38933
C 0.55894 0.71089 2.03824
O 0.71603 1.47051 1.02788
O 0.18199 -0.53411 1.87104
H 0.13032 -1.03282 3.47629
H 0.69163 0.31690 6.68437
H 1.28012 2.71624 6.96065
H 1.53811 4.18861 4.94579
H 1.20070 3.22493 2.67080
```

- HOMO-LUMO gap (alpha / beta) (Eh) = 0.27955 / 0.27257
- spin multiplicity = 5
- LUMO energy (alpha / beta) (eV) = -2.788 / -2.985
- charge = +1
- highest occupied orbital energy (alpha / beta) (eV) = -10.39 / -10.40
- strongest force on any atom (eV/Å) = 1.6

natural (NBO) population analysis, charges in e, atoms 1 to 6: atom 1 (Cr): 1.059, atom 2 (P): 0.905, atom 3 (C): -0.784, atom 4 (C): 0.260, atom 5 (N): -0.548, atom 6 (C): 0.249

No. 3
Formula: C18H28FN2O10Se4Y
Source: OMol25
Level of theory: ωB97M-V/def2-TZVPD

XYZ file:
```
64
C18H28FN2O10Se4Y ωB97M-V/def2-TZVPD
Y 0.06184 1.25666 -1.98926
C -1.99731 -1.56404 -2.03187
C -2.57174 -0.77018 -3.15986
O -2.30785 0.60239 -2.89165
C -3.17225 1.50447 -3.55732
C -2.61128 2.89229 -3.33994
O -1.98871 2.98869 -2.06845
C -2.82174 3.11979 -0.92975
C -2.94767 1.80567 -0.20631
O -1.67529 1.16909 -0.09662
C -1.06965 1.15251 1.22964
C 0.14736 2.02720 1.23110
O 1.10208 1.53372 0.29249
C 2.04113 0.59673 0.84242
C 2.77538 0.03329 -0.32999
O 1.85330 -0.45848 -1.30723
C 1.54253 -1.85714 -1.26393
C 0.08426 -2.06522 -1.00976
O -0.63210 -1.21156 -1.91677
H -2.09149 -2.62938 -2.25448
H -2.51911 -1.35491 -1.09269
H -3.65061 -0.94238 -3.20380
H -2.12197 -1.04649 -4.11480
H -4.18261 1.39342 -3.14812
H -3.20327 1.28840 -4.62877
H -3.39448 3.64527 -3.44504
H -1.82128 3.10327 -4.05987
H -3.81096 3.48955 -1.21318
H -2.34796 3.86437 -0.28782
H -3.60786 1.12202 -0.73845
H -3.36567 1.97534 0.78629
H -0.79869 0.11699 1.44312
H -1.78920 1.48474 1.97903
H 0.57777 2.06946 2.23422
H -0.08769 3.04261 0.90404
H 1.51372 -0.18180 1.39811
H 2.73914 1.12710 1.49718
H 3.35731 0.80374 -0.83361
H 3.44729 -0.76135 -0.00374
H 2.10470 -2.35260 -0.46929
H 1.83319 -2.27028 -2.22948
H -0.18337 -1.83543 0.02166
H -0.16266 -3.10912 -1.22165
Se 0.51420 0.51839 -4.54781
Se 2.64447 1.22067 -3.84643
Se 2.47150 3.53151 -3.75847
Se 0.99318 3.82910 -1.96491
F 2.98506 0.67219 4.92565
C 2.88948 -0.51950 4.31867
C 1.81383 -1.28721 4.46388
N 1.67149 -2.51175 3.85089
C 0.31901 -3.07409 3.75916
C -0.53980 -2.24830 2.79885
O -1.76596 -2.31874 2.91950
O 0.13548 -1.57744 1.95549
C 2.62558 -2.97517 2.97320
O 2.52140 -3.99135 2.31948
N 3.75680 -2.17347 2.88667
C 3.98547 -0.92364 3.45467
O 4.98345 -0.28244 3.20963
H 0.98221 -0.96451 5.07639
H -0.13548 -3.11735 4.74622
H 0.41694 -4.07897 3.36043
H 4.48517 -2.52633 2.28308
```

- HOMO-LUMO gap (Eh) = 0.26630
- ΔE to the lowest compared entry with this formula, charge and spin (kJ/mol) = 0.0
- LUMO energy (eV) = -0.047
- charge = 0
- highest occupied orbital energy (eV) = -7.29
- strongest force on any atom (eV/Å) = 1.0

natural (NBO) population analysis, charges in e, atoms 1 to 6: atom 1 (Y): 1.418, atom 2 (C): -0.073, atom 3 (C): -0.075, atom 4 (O): -0.574, atom 5 (C): -0.088, atom 6 (C): -0.080

No. 4
Formula: C18H28N2O14S2V
Source: OMol25
Level of theory: ωB97M-V/def2-TZVPD

XYZ file:
```
65
C18H28N2O14S2V ωB97M-V/def2-TZVPD
O -1.58302 0.68313 2.28873
V -2.54988 0.13710 1.00269
O -3.62823 1.26885 0.62495
N 0.61808 -3.23411 0.80628
O -0.58990 -2.84071 0.62600
O 1.49115 -2.39144 0.67039
O 0.78521 -4.34115 1.17564
N -5.55182 -2.32054 2.16971
O -5.52918 -3.58319 2.04492
O -6.46599 -1.80711 1.63077
O -4.67282 -1.65116 2.69290
O -3.41602 -4.26864 -2.54609
S -4.17081 -3.07373 -3.03578
O -4.06702 -1.85752 -2.25514
O -3.85381 -2.72971 -4.58746
C -4.02795 -1.42834 -5.08611
C -3.43186 -1.40547 -6.49516
C -5.94952 -3.56960 -3.29887
H -3.32805 -0.83277 -4.49999
H -5.06655 -1.09764 -5.08144
H -3.37794 -0.38216 -6.86670
H -4.05412 -1.95027 -7.20515
H -2.46412 -1.90682 -6.48027
H -6.53938 -2.81096 -3.81330
H -6.24115 -3.55573 -2.24870
H -5.91627 -4.50733 -3.85354
O 1.55894 2.50375 -2.91365
S 0.39925 1.57358 -3.02020
O -0.39788 1.51859 -1.76556
O -0.59765 1.87293 -4.33988
C -0.96203 3.17053 -4.42460
C -1.61964 3.94572 -3.19031
C 0.94956 -0.13678 -3.43446
H -1.73232 3.24568 -5.19215
H -0.12543 3.72950 -4.84382
H -2.04241 4.86573 -3.59396
H -1.04253 4.12858 -2.28388
H -2.47601 3.34612 -2.88174
H 1.38535 0.06369 -4.41322
H 0.08564 -0.79626 -3.51710
H 1.62707 -0.56160 -2.69378
C 2.12498 -1.33288 6.43250
C 3.05076 -1.21390 7.42269
C 4.39623 -1.25727 7.07740
C 4.81201 -1.63499 5.78093
C 3.85825 -1.92686 4.86900
C 2.49155 -1.78071 5.14814
H 1.11582 -1.03864 6.68028
H 2.74566 -0.78341 8.36502
H 5.09001 -0.91578 7.83134
H 5.85023 -1.68962 5.48851
H 4.07237 -2.05443 3.81816
H 1.61507 -1.68246 4.52481
C 5.63436 2.21748 2.65561
C 4.34101 2.12061 2.22019
C 3.47567 3.16468 2.22029
C 3.91391 4.45396 2.50213
C 5.21325 4.60715 2.83174
C 6.14270 3.54143 2.96976
H 6.30509 1.37433 2.73070
H 4.02005 1.15233 1.86551
H 2.41262 3.06137 2.06010
H 3.25765 5.27680 2.25993
H 5.46189 5.61891 3.11617
H 7.16990 3.70916 3.25810
```

- HOMO-LUMO gap (Eh) = 0.15040
- LUMO energy (eV) = -1.212
- charge = -1
- highest occupied orbital energy (eV) = -5.30
- strongest force on any atom (eV/Å) = 6.5

Löwdin population analysis, charges in e, atoms 1 to 6: atom 1 (O): -0.288, atom 2 (V): 1.247, atom 3 (O): -0.267, atom 4 (N): -0.687, atom 5 (O): -0.135, atom 6 (O): -0.069